--- 1 ---
# C40H112N10O11

A cluster of 11 separate species, C40H112N10O11 in total (ωB97M-V/def2-TZVPD, OMol25).

Its spin multiplicity is 1. The HOMO energy comes out at -8.94 eV. Its charge is 0.

Bonds (Å) are listed after each position.
Positions of all 173 atoms, in Å:
1 C 3.45 -3.60 4.04  O2 1.402, H7 1.100, H8 1.087, H9 1.095
2 O 3.05 -2.27 4.19  C1 1.402, C3 1.424
3 C 3.96 -1.48 4.95  O2 1.424, C4 1.518, H10 1.097, H11 1.098
4 C 3.57 -0.02 4.81  C3 1.518, C5 1.520, N6 1.471, H12 1.096
5 C 3.92 0.49 3.42  C4 1.520, H13 1.096, H14 1.089, H15 1.094
6 N 4.16 0.84 5.85  C4 1.471, H16 1.019, H17 1.013
7 H 4.30 -3.63 3.34  C1 1.100
8 H 2.68 -4.19 3.56  C1 1.087
9 H 3.86 -4.07 4.94  C1 1.095
10 H 3.77 -1.85 5.97  C3 1.097
11 H 5.01 -1.64 4.69  C3 1.098
12 H 2.48 0.02 4.90  C4 1.096
13 H 5.02 0.49 3.38  C5 1.096
14 H 3.55 1.48 3.16  C5 1.089
15 H 3.58 -0.23 2.66  C5 1.094
16 H 5.14 0.58 5.85  N6 1.019
17 H 4.12 1.80 5.52  N6 1.013
18 C -6.46 0.82 -7.79  O19 1.410, H24 1.091, H25 1.090, H26 1.095
19 O -5.98 0.75 -6.46  C18 1.410, C20 1.399
20 C -6.99 0.93 -5.50  O19 1.399, C21 1.552, H27 1.098, H28 1.100
21 C -6.75 0.40 -4.07  C20 1.552, C22 1.531, N23 1.468, H29 1.093
22 C -5.55 1.08 -3.41  C21 1.531, H30 1.093, H31 1.089, H32 1.091
23 N -6.55 -1.05 -4.14  C21 1.468, H33 1.014, H34 1.012
24 H -7.29 0.17 -8.06  C18 1.091
25 H -5.59 0.58 -8.41  C18 1.090
26 H -6.67 1.86 -8.04  C18 1.095
27 H -7.27 1.98 -5.38  C20 1.098
28 H -7.86 0.34 -5.83  C20 1.100
29 H -7.67 0.57 -3.49  C21 1.093
30 H -5.58 0.79 -2.36  C22 1.093
31 H -5.51 2.17 -3.51  C22 1.089
32 H -4.60 0.72 -3.80  C22 1.091
33 H -7.07 -1.49 -3.39  N23 1.014
34 H -6.93 -1.43 -5.00  N23 1.012
35 C 3.85 -3.03 0.29  O36 1.389, H41 1.092, H42 1.096, H43 1.101
36 O 4.75 -2.65 -0.70  C35 1.389, C37 1.411
37 C 5.95 -3.40 -0.67  O36 1.411, C38 1.503, H44 1.101, H45 1.099
38 C 6.97 -2.97 -1.69  C37 1.503, C39 1.535, N40 1.479, H46 1.093
39 C 8.23 -3.85 -1.70  C38 1.535, H47 1.094, H48 1.093, H49 1.094
40 N 7.38 -1.58 -1.39  C38 1.479, H50 1.016, H51 1.016
41 H 2.93 -2.45 0.15  C35 1.092
42 H 4.23 -2.83 1.30  C35 1.096
43 H 3.51 -4.08 0.31  C35 1.101
44 H 6.46 -3.42 0.30  C37 1.101
45 H 5.64 -4.44 -0.80  C37 1.099
46 H 6.57 -3.11 -2.70  C38 1.093
47 H 8.85 -3.79 -0.80  C39 1.094
48 H 8.92 -3.50 -2.47  C39 1.093
49 H 8.02 -4.89 -1.93  C39 1.094
50 H 8.05 -1.64 -0.63  N40 1.016
51 H 7.91 -1.25 -2.19  N40 1.016
52 C -2.42 0.52 -1.77  O53 1.413, H58 1.090, H59 1.096, H60 1.091
53 O -2.08 0.57 -0.40  C52 1.413, C54 1.407
54 C -0.74 0.21 -0.17  O53 1.407, C55 1.522, H61 1.099, H62 1.098
55 C -0.69 -0.21 1.29  C54 1.522, C56 1.498, N57 1.468, H63 1.096
56 C 0.70 -0.53 1.75  C55 1.498, H64 1.094, H65 1.096, H66 1.089
57 N -1.52 -1.39 1.56  C55 1.468, H67 1.025, H68 1.037
58 H -3.38 1.04 -1.87  C52 1.090
59 H -2.66 -0.50 -2.07  C52 1.096
60 H -1.70 0.99 -2.44  C52 1.091
61 H -0.38 -0.61 -0.81  C54 1.099
62 H -0.08 1.08 -0.32  C54 1.098
63 H -1.14 0.60 1.88  C55 1.096
64 H 1.41 0.27 1.54  C56 1.094
65 H 1.03 -1.37 1.13  C56 1.096
66 H 0.77 -0.78 2.80  C56 1.089
67 H -2.30 -1.36 0.89  N57 1.025
68 H -1.07 -2.30 1.34  N57 1.037
69 C 2.60 1.66 -1.10  O70 1.417, H75 1.092, H76 1.087, H77 1.096
70 O 3.98 1.58 -0.77  C69 1.417, C71 1.412
71 C 4.43 2.55 0.15  O70 1.412, C72 1.531, H78 1.096, H79 1.095
72 C 5.96 2.56 0.14  C71 1.531, C73 1.536, N74 1.472, H80 1.098
73 C 6.55 1.20 0.52  C72 1.536, H81 1.095, H82 1.094, H83 1.092
74 N 6.48 3.53 1.12  C72 1.472, H84 1.012, H85 1.020
75 H 2.02 1.64 -0.18  C69 1.092
76 H 2.34 0.85 -1.78  C69 1.087
77 H 2.43 2.61 -1.63  C69 1.096
78 H 4.01 3.54 -0.06  C71 1.096
79 H 4.09 2.21 1.14  C71 1.095
80 H 6.36 2.62 -0.88  C72 1.098
81 H 6.08 0.38 -0.03  C73 1.095
82 H 6.42 0.86 1.55  C73 1.094
83 H 7.61 1.16 0.27  C73 1.092
84 H 7.47 3.34 1.24  N74 1.012
85 H 6.35 4.42 0.64  N74 1.020
86 C -0.07 -0.52 -4.07  O87 1.411, H92 1.093, H93 1.091, H94 1.096
87 O 0.45 -1.83 -4.06  C86 1.411, C88 1.410
88 C 1.85 -1.79 -3.87  O87 1.410, C89 1.537, H95 1.099, H96 1.098
89 C 2.42 -3.21 -4.03  C88 1.537, C90 1.523, N91 1.469, H97 1.090
90 C 1.96 -4.20 -2.97  C89 1.523, H98 1.093, H99 1.091, H100 1.089
91 N 3.89 -3.17 -3.92  C89 1.469, H101 1.023, H102 1.023
92 H 0.19 0.00 -3.14  C86 1.093
93 H -1.15 -0.52 -4.18  C86 1.091
94 H 0.27 0.04 -4.95  C86 1.096
95 H 2.33 -1.20 -4.66  C88 1.099
96 H 2.12 -1.36 -2.89  C88 1.098
97 H 2.17 -3.49 -5.05  C89 1.090
98 H 0.87 -4.23 -2.91  C90 1.093
99 H 2.26 -3.99 -1.94  C90 1.091
100 H 2.38 -5.17 -3.24  C90 1.089
101 H 4.27 -2.57 -4.65  N91 1.023
102 H 4.19 -2.62 -3.12  N91 1.023
103 C -4.22 -2.77 -0.84  O104 1.412, H109 1.092, H110 1.092, H111 1.097
104 O -4.24 -1.85 0.23  C103 1.412, C105 1.428
105 C -5.43 -1.07 0.31  O104 1.428, C106 1.530, H112 1.098, H113 1.097
106 C -5.35 -0.27 1.61  C105 1.530, C107 1.524, N108 1.494, H114 1.089
107 C -6.64 0.51 1.83  C106 1.524, H115 1.091, H116 1.091, H117 1.093
108 N -4.24 0.74 1.57  C106 1.494, H118 1.025, H119 1.021
109 H -3.20 -2.93 -1.19  C103 1.092
110 H -4.89 -2.43 -1.64  C103 1.092
111 H -4.55 -3.76 -0.50  C103 1.097
112 H -5.65 -0.40 -0.53  C105 1.098
113 H -6.27 -1.78 0.37  C105 1.097
114 H -5.25 -1.04 2.38  C106 1.089
115 H -6.63 1.00 2.81  C107 1.091
116 H -7.51 -0.14 1.83  C107 1.091
117 H -6.71 1.34 1.12  C107 1.093
118 H -3.54 0.09 1.20  N108 1.025
119 H -4.39 1.29 0.73  N108 1.021
120 C 1.09 3.13 2.86  O121 1.416, H126 1.093, H127 1.094, H128 1.091
121 O 1.20 4.53 2.66  C120 1.416, C122 1.417
122 C 2.55 4.95 2.62  O121 1.417, C123 1.537, H129 1.098, H130 1.099
123 C 2.73 6.47 2.46  C122 1.537, C124 1.508, N125 1.488, H131 1.092
124 C 4.13 6.79 2.01  C123 1.508, H132 1.093, H133 1.092, H134 1.091
125 N 2.49 7.15 3.76  C123 1.488, H135 1.012, H136 1.012
126 H 1.38 2.93 3.89  C120 1.093
127 H 1.59 2.52 2.10  C120 1.094
128 H 0.02 2.91 2.73  C120 1.091
129 H 3.28 4.64 3.38  C122 1.098
130 H 2.89 4.50 1.67  C122 1.099
131 H 1.95 6.75 1.74  C123 1.092
132 H 4.46 6.33 1.08  C124 1.093
133 H 4.84 6.53 2.79  C124 1.092
134 H 4.20 7.87 1.84  C124 1.091
135 H 2.80 6.50 4.47  N125 1.012
136 H 1.49 7.32 3.81  N125 1.012
137 C -3.19 3.64 -1.00  O138 1.406, H143 1.096, H144 1.096, H145 1.084
138 O -4.48 3.80 -1.54  C137 1.406, C139 1.412
139 C -5.37 4.48 -0.68  O138 1.412, C140 1.511, H146 1.101, H147 1.100
140 C -6.80 4.29 -1.13  C139 1.511, C141 1.513, N142 1.492, H148 1.092
141 C -7.02 4.85 -2.52  C140 1.513, H149 1.092, H150 1.088, H151 1.092
142 N -7.68 5.00 -0.16  C140 1.492, H152 1.013, H153 1.016
143 H -3.24 3.05 -0.08  C137 1.096
144 H -2.77 4.62 -0.73  C137 1.096
145 H -2.53 3.12 -1.69  C137 1.084
146 H -5.26 4.07 0.34  C139 1.101
147 H -5.06 5.53 -0.64  C139 1.100
148 H -7.16 3.26 -1.09  C140 1.092
149 H -6.56 5.83 -2.58  C141 1.092
150 H -8.06 4.78 -2.83  C141 1.088
151 H -6.46 4.24 -3.23  C141 1.092
152 H -7.48 4.70 0.79  N142 1.013
153 H -7.45 5.99 -0.21  N142 1.016
154 C -0.15 -4.24 -0.33  O155 1.402, H160 1.099, H161 1.098, H162 1.088
155 O -0.36 -3.99 1.04  C154 1.402, C156 1.454
156 C -0.80 -5.14 1.82  O155 1.454, C157 1.531, H163 1.097, H164 1.094
157 C -0.56 -4.89 3.31  C156 1.531, C158 1.533, N159 1.449, H165 1.096
158 C -0.68 -6.23 4.06  C157 1.533, H166 1.090, H167 1.091, H168 1.094
159 N -1.54 -3.97 3.85  C157 1.449, H169 1.010, H170 1.014
160 H -0.92 -4.86 -0.81  C154 1.099
161 H 0.74 -4.86 -0.41  C154 1.098
162 H -0.07 -3.30 -0.88  C154 1.088
163 H -1.87 -5.27 1.64  C156 1.097
164 H -0.33 -6.02 1.37  C156 1.094
165 H 0.45 -4.51 3.50  C157 1.096
166 H -1.69 -6.62 3.99  C158 1.090
167 H -0.41 -6.11 5.11  C158 1.091
168 H 0.05 -6.95 3.67  C158 1.094
169 H -1.59 -3.19 3.21  N159 1.010
170 H -1.27 -3.55 4.73  N159 1.014
171 O -3.36 -0.69 3.90  H172 0.966, H173 0.970
172 H -2.63 -1.19 3.53  O171 0.966
173 H -3.70 -0.17 3.15  O171 0.970

Here are the Löwdin charges for atoms 1 to 4, given in e: atom 1 (C): -0.120, atom 2 (O): -0.196, atom 3 (C): -0.201, atom 4 (C): -0.439



--- 2 ---
# C40H112N10O11

A cluster of 11 separate species, C40H112N10O11 in total (ωB97M-V/def2-TZVPD, OMol25).

Its spin multiplicity is 1. The HOMO energy comes out at -8.97 eV. Its charge is 0.

Bonds (Å) are listed after each position.
Positions of all 173 atoms, in Å:
1 C -1.19 8.05 -1.84  O2 1.432, H7 1.090, H8 1.090, H9 1.090
2 O -2.40 7.30 -2.04  C1 1.432, C3 1.398
3 C -3.07 7.58 -3.23  O2 1.398, C4 1.510, H10 1.090, H11 1.090
4 C -4.38 6.85 -3.41  C3 1.510, C5 1.545, N6 1.438, H12 1.090
5 C -4.20 5.33 -3.64  C4 1.545, H13 1.090, H14 1.090, H15 1.090
6 N -5.07 7.37 -4.56  C4 1.438, H16 1.010, H17 1.010
7 H -0.80 7.80 -0.85  C1 1.090
8 H -1.45 9.11 -1.86  C1 1.090
9 H -0.41 7.92 -2.59  C1 1.090
10 H -3.25 8.65 -3.36  C3 1.090
11 H -2.48 7.36 -4.12  C3 1.090
12 H -5.04 7.06 -2.57  C4 1.090
13 H -5.14 4.77 -3.75  C5 1.090
14 H -3.54 4.83 -2.93  C5 1.090
15 H -3.72 5.17 -4.60  C5 1.090
16 H -5.33 8.34 -4.59  N6 1.010
17 H -5.69 6.68 -4.97  N6 1.010
18 C -1.23 -0.29 6.41  O19 1.444, H24 1.090, H25 1.090, H26 1.090
19 O -0.90 -1.66 6.74  C18 1.444, C20 1.469
20 C -0.07 -1.87 7.93  O19 1.469, C21 1.567, H27 1.090, H28 1.090
21 C 1.38 -1.42 7.55  C20 1.567, C22 1.532, N23 1.531, H29 1.090
22 C 2.10 -2.37 6.59  C21 1.532, H30 1.090, H31 1.090, H32 1.090
23 N 2.33 -1.34 8.75  C21 1.531, H33 1.010, H34 1.010
24 H -1.80 0.18 7.21  C18 1.090
25 H -1.88 -0.19 5.54  C18 1.090
26 H -0.34 0.29 6.17  C18 1.090
27 H -0.46 -1.60 8.92  C20 1.090
28 H -0.04 -2.92 8.22  C20 1.090
29 H 1.45 -0.47 7.02  C21 1.090
30 H 2.63 -1.84 5.81  C22 1.090
31 H 1.36 -3.05 6.15  C22 1.090
32 H 2.80 -2.95 7.19  C22 1.090
33 H 3.28 -1.62 8.55  N23 1.010
34 H 2.38 -0.43 9.19  N23 1.010
35 C 4.93 -10.18 4.28  O36 1.430, H41 1.090, H42 1.090, H43 1.090
36 O 5.70 -9.52 3.28  C35 1.430, C37 1.458
37 C 5.00 -8.46 2.57  O36 1.458, C38 1.572, H44 1.090, H45 1.090
38 C 5.81 -7.49 1.63  C37 1.572, C39 1.535, N40 1.483, H46 1.090
39 C 5.09 -6.22 1.15  C38 1.535, H47 1.090, H48 1.090, H49 1.090
40 N 6.35 -8.27 0.49  C38 1.483, H50 1.010, H51 1.010
41 H 4.03 -10.73 3.97  C35 1.090
42 H 4.50 -9.51 5.02  C35 1.090
43 H 5.61 -10.96 4.62  C35 1.090
44 H 4.16 -8.98 2.11  C37 1.090
45 H 4.61 -7.87 3.39  C37 1.090
46 H 6.75 -7.26 2.12  C38 1.090
47 H 5.79 -5.60 0.58  C39 1.090
48 H 4.76 -5.62 2.00  C39 1.090
49 H 4.11 -6.43 0.74  C39 1.090
50 H 6.45 -9.25 0.73  N40 1.010
51 H 5.57 -8.37 -0.13  N40 1.010
52 C -0.10 2.05 0.20  O53 1.448, H58 1.090, H59 1.090, H60 1.090
53 O 0.05 0.63 -0.02  C52 1.448, C54 1.414
54 C -0.63 -0.12 0.97  O53 1.414, C55 1.549, H61 1.090, H62 1.090
55 C -0.40 -1.59 0.52  C54 1.549, C56 1.500, N57 1.460, H63 1.090
56 C -1.28 -2.09 -0.59  C55 1.500, H64 1.090, H65 1.090, H66 1.090
57 N -0.60 -2.56 1.59  C55 1.460, H67 1.010, H68 1.010
58 H 0.43 2.55 -0.62  C52 1.090
59 H 0.16 2.42 1.19  C52 1.090
60 H -1.04 2.57 0.03  C52 1.090
61 H -0.23 0.04 1.97  C54 1.090
62 H -1.70 0.09 0.90  C54 1.090
63 H 0.67 -1.62 0.32  C55 1.090
64 H -1.25 -1.48 -1.49  C56 1.090
65 H -2.33 -2.32 -0.43  C56 1.090
66 H -1.02 -3.10 -0.90  C56 1.090
67 H -0.24 -2.30 2.49  N57 1.010
68 H -1.59 -2.72 1.67  N57 1.010
69 C 5.86 10.32 -3.11  O70 1.408, H75 1.090, H76 1.090, H77 1.090
70 O 6.50 9.45 -2.21  C69 1.408, C71 1.470
71 C 5.52 8.48 -1.71  O70 1.470, C72 1.589, H78 1.090, H79 1.090
72 C 6.19 7.23 -1.00  C71 1.589, C73 1.549, N74 1.394, H80 1.090
73 C 7.09 6.37 -1.92  C72 1.549, H81 1.090, H82 1.090, H83 1.090
74 N 5.17 6.43 -0.48  C72 1.394, H84 1.010, H85 1.010
75 H 5.18 10.90 -2.49  C69 1.090
76 H 5.32 9.79 -3.89  C69 1.090
77 H 6.51 11.09 -3.53  C69 1.090
78 H 4.76 8.89 -1.04  C71 1.090
79 H 5.12 7.97 -2.58  C71 1.090
80 H 6.79 7.56 -0.16  C72 1.090
81 H 7.79 5.72 -1.40  C73 1.090
82 H 7.66 7.16 -2.42  C73 1.090
83 H 6.44 5.83 -2.61  C73 1.090
84 H 4.52 6.93 0.12  N74 1.010
85 H 5.60 5.64 -0.03  N74 1.010
86 C 2.09 9.67 -9.18  O87 1.413, H92 1.090, H93 1.090, H94 1.090
87 O 2.67 8.41 -8.95  C86 1.413, C88 1.407
88 C 2.28 7.89 -7.70  O87 1.407, C89 1.497, H95 1.090, H96 1.090
89 C 2.85 6.51 -7.61  C88 1.497, C90 1.549, N91 1.469, H97 1.090
90 C 2.34 5.79 -6.34  C89 1.549, H98 1.090, H99 1.090, H100 1.090
91 N 4.29 6.44 -7.90  C89 1.469, H101 1.010, H102 1.010
92 H 2.15 9.96 -10.23  C86 1.090
93 H 2.61 10.39 -8.56  C86 1.090
94 H 1.04 9.73 -8.89  C86 1.090
95 H 2.53 8.43 -6.78  C88 1.090
96 H 1.20 7.95 -7.56  C88 1.090
97 H 2.39 6.08 -8.50  C89 1.090
98 H 2.22 6.44 -5.47  C90 1.090
99 H 3.10 5.10 -5.98  C90 1.090
100 H 1.50 5.19 -6.69  C90 1.090
101 H 4.39 7.18 -8.59  N91 1.010
102 H 4.67 6.73 -7.01  N91 1.010
103 C -7.65 -5.34 -1.61  O104 1.396, H109 1.090, H110 1.090, H111 1.090
104 O -8.79 -6.11 -1.88  C103 1.396, C105 1.427
105 C -9.98 -5.41 -1.53  O104 1.427, C106 1.515, H112 1.090, H113 1.090
106 C -11.12 -6.40 -1.71  C105 1.515, C107 1.455, N108 1.485, H114 1.090
107 C -12.34 -5.65 -1.49  C106 1.455, H115 1.090, H116 1.090, H117 1.090
108 N -11.09 -7.50 -0.71  C106 1.485, H118 1.010, H119 1.010
109 H -6.76 -5.73 -2.09  C103 1.090
110 H -7.35 -5.20 -0.57  C103 1.090
111 H -7.74 -4.33 -2.00  C103 1.090
112 H -9.92 -5.16 -0.47  C105 1.090
113 H -10.01 -4.52 -2.17  C105 1.090
114 H -10.98 -6.92 -2.65  C106 1.090
115 H -12.26 -4.74 -0.90  C107 1.090
116 H -13.05 -6.35 -1.07  C107 1.090
117 H -12.68 -5.35 -2.49  C107 1.090
118 H -11.14 -7.21 0.25  N108 1.010
119 H -10.22 -8.01 -0.69  N108 1.010
120 C 2.75 -2.97 -5.23  O121 1.422, H126 1.090, H127 1.090, H128 1.090
121 O 1.95 -4.01 -5.76  C120 1.422, C122 1.461
122 C 2.10 -5.19 -4.90  O121 1.461, C123 1.551, H129 1.090, H130 1.090
123 C 1.06 -6.30 -5.23  C122 1.551, C124 1.541, N125 1.452, H131 1.090
124 C -0.34 -5.74 -5.55  C123 1.541, H132 1.090, H133 1.090, H134 1.090
125 N 0.96 -7.27 -4.16  C123 1.452, H135 1.010, H136 1.010
126 H 2.54 -2.68 -4.20  C120 1.090
127 H 2.42 -2.04 -5.69  C120 1.090
128 H 3.81 -3.19 -5.34  C120 1.090
129 H 3.10 -5.61 -4.98  C122 1.090
130 H 1.97 -5.06 -3.83  C122 1.090
131 H 1.31 -6.80 -6.17  C123 1.090
132 H -0.57 -4.99 -4.80  C124 1.090
133 H -1.15 -6.47 -5.50  C124 1.090
134 H -0.23 -5.32 -6.55  C124 1.090
135 H 0.43 -6.92 -3.39  N125 1.010
136 H 1.90 -7.56 -3.91  N125 1.010
137 C -0.85 4.48 9.46  O138 1.412, H143 1.090, H144 1.090, H145 1.090
138 O 0.17 4.68 8.50  C137 1.412, C139 1.446
139 C 0.01 5.81 7.62  O138 1.446, C140 1.538, H146 1.090, H147 1.090
140 C 1.33 6.13 6.89  C139 1.538, C141 1.486, N142 1.460, H148 1.090
141 C 1.24 7.37 6.07  C140 1.486, H149 1.090, H150 1.090, H151 1.090
142 N 1.56 5.11 5.87  C140 1.460, H152 1.010, H153 1.010
143 H -0.50 3.62 10.04  C137 1.090
144 H -1.83 4.27 9.02  C137 1.090
145 H -0.91 5.40 10.03  C137 1.090
146 H -0.75 5.57 6.87  C139 1.090
147 H -0.19 6.79 8.05  C139 1.090
148 H 2.20 6.21 7.53  C140 1.090
149 H 2.25 7.54 5.68  C141 1.090
150 H 0.96 8.21 6.70  C141 1.090
151 H 0.56 7.34 5.21  C141 1.090
152 H 2.54 5.27 5.67  N142 1.010
153 H 1.58 4.25 6.40  N142 1.010
154 C -4.44 -5.50 3.35  O155 1.416, H160 1.090, H161 1.090, H162 1.090
155 O -3.58 -6.08 2.38  C154 1.416, C156 1.434
156 C -3.64 -7.51 2.28  O155 1.434, C157 1.505, H163 1.090, H164 1.090
157 C -2.64 -7.96 1.25  C156 1.505, C158 1.549, N159 1.467, H165 1.090
158 C -2.45 -9.46 0.91  C157 1.549, H166 1.090, H167 1.090, H168 1.090
159 N -1.32 -7.37 1.48  C157 1.467, H169 1.010, H170 1.010
160 H -4.36 -4.42 3.27  C154 1.090
161 H -4.12 -5.63 4.38  C154 1.090
162 H -5.50 -5.64 3.17  C154 1.090
163 H -3.44 -8.05 3.20  C156 1.090
164 H -4.70 -7.63 2.03  C156 1.090
165 H -3.02 -7.54 0.31  C157 1.090
166 H -1.86 -9.65 0.01  C158 1.090
167 H -3.47 -9.83 0.84  C158 1.090
168 H -2.02 -10.06 1.72  C158 1.090
169 H -1.02 -7.68 2.39  N159 1.010
170 H -1.44 -6.38 1.63  N159 1.010
171 O 4.44 1.90 -1.45  H172 0.957, H173 0.957
172 H 4.40 2.79 -1.09  O171 0.957
173 H 3.53 1.69 -1.66  O171 0.957

Here are the Löwdin charges for atoms 1 to 4, given in e: atom 1 (C): -0.093, atom 2 (O): -0.173, atom 3 (C): -0.245, atom 4 (C): -0.445



What is the stability order? It is 1, 2, from most stable to least stable.